Entry from OMol25: the molecule C11H16O3 in a non-equilibrium geometry (ωB97M-V/def2-TZVPD).

Calculated values
ΔE to the lowest compared entry with this formula, charge and spin (eV): 5.138
Total energy (a.u.): -654.29360
HOMO-LUMO gap (eV): 8.847
SMILES: C#CC(C)(C)CO/C(C(C)=O)=C(\C)O
Highest occupied orbital energy (eV): -8.20

Each line ends with the Mulliken charge.
Element x y z (Å)
O 0.0223 1.4214 -0.0429  -0.4823
O -0.3397 0.2731 3.3621  -0.5657
O -2.7599 0.9544 0.3460  -0.5646
C 0.2119 0.8575 2.1584  1.2235
C 0.4767 -0.3493 -3.3273  -1.8189
C -1.9861 0.2261 0.9264  0.5828
C -0.1979 -1.4850 -1.3164  -1.2966
C -0.9447 -2.4212 -1.0275  -0.5943
C 1.5807 1.3236 2.2787  -1.4672
C 1.8473 -0.1718 -1.1984  -1.5833
C 0.4538 -0.3346 -1.7780  2.9700
C -2.2526 -0.9640 1.7635  -1.3607
C -0.2986 0.9142 -1.3606  -1.1273
C -0.5464 0.8142 1.0446  0.0871
H -1.4466 0.7301 -1.3347  0.4416
H 2.0583 0.8798 -0.7956  0.1494
H 0.3281 0.2001 4.0370  0.2938
H 2.0992 -0.8406 -0.4548  0.3462
H 1.1285 0.3769 -3.8798  0.3878
H -0.5318 -0.1505 -3.5522  0.5064
H 2.2967 0.5467 2.3413  0.3439
H 2.5688 -0.3717 -2.0198  0.4962
H -2.6532 -1.7199 1.1809  0.3547
H 0.8488 -1.2856 -3.7830  0.4075
H 1.8572 2.1243 2.9709  0.4102
H -3.0400 -0.7494 2.6210  0.2902
H -0.0442 1.7775 -2.0852  0.2953
H -1.3425 -3.2633 -0.7093  0.6328
H -1.2893 -1.2164 2.2482  0.3510
H 1.8954 1.9033 1.3865  0.2905

***

Entry from OMol25: a structure of composition C11H17AlCuNO3 in a non-equilibrium geometry (ωB97M-V/def2-TZVPD).

Calculated values
Total energy (a.u.): -2592.32700
HOMO-LUMO gap (eV): 3.684
Highest occupied orbital energy (eV): -7.52

Each line ends with the Mulliken charge.
Element x y z (Å)
Cu -3.7565 -0.2256 -3.0657  0.6357
Al -0.0076 -2.6346 0.7876  0.5338
O -2.5436 -2.2324 2.1626  -0.3751
O -0.1980 -1.0605 -1.7585  -0.4993
O -0.6151 -1.4885 2.1515  -0.2369
N -1.5679 -2.1196 2.8811  0.1594
C -1.7085 1.1014 0.0462  1.2190
C 0.7931 1.7183 0.8987  -0.6688
C -2.1027 2.6080 0.5448  -1.3544
C -2.4796 0.8691 -1.3397  -0.9927
C 0.5554 -0.2169 -0.8912  0.0810
C 2.1198 -0.3696 -0.8687  -0.4568
C 4.6012 0.1986 -0.0186  -1.0666
C 3.0247 0.5014 0.0294  0.6693
C -0.7638 -2.2277 -1.0723  -0.4562
C -0.1433 0.8488 -0.0214  0.3175
C 2.3419 1.5667 0.9226  -0.8064
H 2.5446 -1.1856 -1.5400  0.2959
H 5.1117 0.6784 -0.9173  0.2522
H 5.1265 0.4403 0.9641  0.3146
H -1.9232 -2.2159 -1.0201  -0.0192
H 4.6874 -0.9481 -0.1500  0.3012
H 2.9854 2.2267 1.6117  0.2644
H -0.5070 -3.1432 -1.7373  0.2506
H -3.0206 2.9561 -0.0696  0.3839
H -0.5386 -4.1079 1.1745  -0.4242
H -2.5151 -0.2877 -1.5088  -0.2863
H -1.2829 3.3717 0.3378  0.3832
H 1.5791 -2.7670 0.6964  -0.2693
H -3.5839 1.1799 -1.1529  0.9236
H -2.0115 1.4488 -2.2043  0.3861
H -2.1159 0.4077 0.8759  0.0091
H 0.3682 2.5175 1.6115  0.2545
H -2.4536 2.5913 1.6400  0.2771

***

Entry from OMol25: a structure of composition C11H17B2CoN7 in a non-equilibrium geometry (ωB97M-V/def2-TZVPD).

Calculated values
Spin multiplicity: 4
Total energy (a.u.): -2245.02792
HOMO-LUMO gap (alpha / beta) (eV): 8.605 / 8.135
Highest occupied orbital energy (alpha / beta) (eV): -8.21 / -9.24

Each line ends with the Löwdin spin population.
Element x y z (Å)
Co 0.2942 0.0166 0.8375  2.4913
N -0.4172 -1.5426 1.5197  0.0774
N 0.4394 -0.4656 -2.0717  0.0027
N -1.2463 1.2067 -1.3347  -0.0005
N 1.1551 1.7132 -1.2366  0.0108
N 0.5574 -1.0495 -0.8137  0.0556
N -1.2854 0.7350 -0.0168  0.0330
N 1.2956 1.2603 0.0844  0.0676
C 0.6570 -1.3908 -3.0275  0.0084
C 2.3531 1.9449 0.6142  0.0009
C -3.3030 1.5698 -0.5735  0.0051
C 2.8610 2.8154 -0.3461  0.0029
C 0.2878 0.6627 2.5825  0.0991
C 0.8999 -2.6139 -2.4026  0.0031
C -2.4464 1.7163 -1.6656  0.0105
C 2.0875 2.6405 -1.4889  0.0010
C -0.7243 -2.4796 2.1551  0.0409
C -2.5494 0.9413 0.4281  0.0146
C 0.8127 -2.3658 -1.0202  0.0095
B -1.1208 -3.6842 3.0138  0.0082
B 0.0762 1.0457 -2.1328  0.0001
H 2.6450 1.7634 1.6364  0.0005
H 0.8715 1.5279 2.9108  0.0079
H -4.3305 1.8776 -0.5089  0.0004
H 0.6269 -1.0999 -4.0692  0.0007
H -1.8678 -4.3781 2.3472  0.0012
H -2.5906 2.1475 -2.6470  0.0005
H -0.7147 1.0224 2.2890  0.0243
H 0.8980 -3.0552 -0.1937  0.0000
H 1.2960 -0.0537 1.7841  0.0063
H 0.1577 -0.0440 3.4087  0.0068
H -1.6846 -3.2503 4.0071  0.0019
H 1.1073 -3.5554 -2.8780  0.0004
H -0.1012 -4.2842 3.3142  0.0053
H 3.6898 3.4847 -0.2197  0.0007
H 0.0319 1.4850 -3.2448  -0.0001
H 2.1234 3.0987 -2.4635  0.0008
H -2.8421 0.6371 1.4226  0.0004